[1]
Molecular formula: C6H11FO5
Method: DFT, wB97M-V/def2-TZVPD

Structure (XYZ):
```
23
C6H11FO5 | the Open Molecules 2025 dataset | wB97M-V/def2-TZVPD
O 3.242 -0.784 -0.527
C 2.468 0.378 -0.150
C 1.053 -0.009 0.157
O 1.116 -0.994 1.210
O 0.344 -0.482 -0.967
C -1.028 -0.303 -0.873
C -1.741 -1.646 -0.685
F -1.379 -2.240 0.514
C -1.224 0.548 0.411
O -2.284 1.477 0.068
C 0.168 1.138 0.589
O 0.341 2.153 -0.303
H 3.147 -1.380 0.267
H 2.875 0.743 0.889
H 2.498 1.158 -0.914
H 0.497 -1.765 1.095
H -1.308 0.219 -1.761
H -2.889 -1.529 -0.766
H -1.517 -2.373 -1.467
H -1.530 0.034 1.301
H -2.581 1.915 0.913
H 0.323 1.391 1.610
H -0.592 2.353 -0.609
```

* structure (SMILES): OC[C@]1(O)O[C@@H](CF)[C@H](O)[C@@H]1O
* lowest unoccupied orbital energy: 0.405 eV
* Kohn-Sham gap: 10.42 eV
* energy: -711.24983 hartree
* relative energy (zero: lowest compared OMol25 entry of this formula, charge and spin): 81.1 kJ/mol

[2]
Molecular formula: C6H11ClSi
Method: DFT, wB97M-V/def2-TZVPD

Structure (XYZ):
```
19
C6H11ClSi | the Open Molecules 2025 dataset | wB97M-V/def2-TZVPD
C -2.346 0.043 2.513
C 0.075 -1.388 -0.629
C -1.755 -1.223 2.489
C -0.878 -1.137 0.270
C 1.586 2.448 -1.693
C -0.980 -1.868 1.467
Si 2.086 0.684 -2.138
Cl 4.151 0.540 -2.524
H -2.505 0.358 3.492
H -2.027 0.741 1.719
H 0.741 -2.195 -0.456
H 0.102 -0.806 -1.533
H -1.878 -1.743 3.415
H -1.725 -0.440 0.044
H 2.450 3.065 -2.081
H 0.759 2.761 -2.266
H 1.501 2.677 -0.650
H -0.484 -2.842 1.635
H 1.128 0.327 -3.076
```

* lowest unoccupied orbital energy (alpha / beta): -0.571 / -0.754 eV
* Kohn-Sham gap (alpha / beta): 7.10 / 6.70 eV
* energy: -984.76838 hartree
* relative energy (zero: lowest compared OMol25 entry of this formula, charge and spin): 341.7 kJ/mol

[3]
Molecular formula: CH3NO3S
Method: DFT, wB97M-V/def2-TZVPD

Structure (XYZ):
```
9
CH3NO3S | the Open Molecules 2025 dataset | wB97M-V/def2-TZVPD
C 0.106 0.610 0.383
N -0.653 -2.064 0.352
O -2.524 1.298 0.270
O -1.649 -0.150 -1.558
O -1.061 -0.950 0.796
S -1.479 0.470 -0.292
H 1.039 0.331 -0.169
H 0.155 1.228 1.240
H -1.044 -2.286 -0.701
```

* expectation value of S²: 2.0089
* spin multiplicity: 3
* lowest unoccupied orbital energy (alpha / beta): 0.414 / -1.678 eV
* Kohn-Sham gap (alpha / beta): 8.64 / 8.28 eV
* energy: -718.29386 hartree
* relative energy (zero: lowest compared OMol25 entry of this formula, charge and spin): 335.6 kJ/mol

[4]
Molecular formula: C26H27ClMnN4O8Si
Method: DFT, wB97M-V/def2-TZVPD

Structure (XYZ):
```
68
C26H27ClMnN4O8Si | the Open Molecules 2025 dataset | wB97M-V/def2-TZVPD
Mn 0.758 -0.759 -0.658
O 4.900 -1.154 3.264
C 3.779 -1.183 3.956
O 3.766 -1.356 5.148
C 2.500 -0.986 3.194
C 1.235 -1.006 3.751
Cl 0.844 -1.370 5.359
N 0.311 -0.785 2.777
N 0.947 -0.651 1.583
C 2.242 -0.754 1.832
C 3.167 -0.588 0.666
O 4.379 -0.634 0.808
O 2.580 -0.349 -0.452
C -1.106 -0.541 2.902
C -1.651 -0.031 4.076
C -3.012 0.228 4.142
C -3.840 -0.009 3.056
C -3.284 -0.504 1.887
C -1.924 -0.762 1.806
H 4.748 -0.972 2.295
H -1.045 0.205 4.932
H -3.416 0.630 5.062
H -4.901 0.194 3.119
H -3.900 -0.697 1.018
H -1.530 -1.166 0.895
C -0.630 -4.337 -0.553
C -0.094 -2.953 -0.531
O 1.118 -2.694 -0.269
O -0.820 -1.936 -0.785
H -0.155 -4.933 0.223
H -0.368 -4.753 -1.526
H -1.711 -4.334 -0.437
C 2.378 2.438 0.243
Si 0.537 2.337 0.038
C 0.070 3.709 -1.136
C -0.173 2.550 1.761
N -0.152 0.773 -0.699
C -1.433 0.868 -1.293
C -1.783 0.143 -2.437
C -3.046 0.268 -2.990
C -3.996 1.094 -2.408
C -3.669 1.806 -1.262
C -2.404 1.699 -0.716
H 2.562 3.513 0.370
H 2.932 2.096 -0.627
H 2.758 1.948 1.140
H 0.163 4.660 -0.601
H -0.928 3.659 -1.565
H 0.793 3.706 -1.955
H 0.080 3.565 2.089
H 0.326 1.866 2.451
H -1.248 2.418 1.883
H -1.069 -0.523 -2.889
H -3.288 -0.297 -3.881
H -4.985 1.179 -2.841
H -4.400 2.449 -0.788
H -2.175 2.256 0.182
O 0.659 -3.042 -3.115
C 1.115 -1.952 -3.380
C 1.732 -1.579 -4.718
C 2.064 -0.102 -4.591
C 1.622 0.267 -3.187
O 1.665 1.386 -2.720
N 1.132 -0.852 -2.533
H 1.010 -1.805 -5.502
H 2.599 -2.217 -4.884
H 1.539 0.536 -5.302
H 3.126 0.123 -4.677
```

* expectation value of S²: 1.0569
* spin multiplicity: 2
* lowest unoccupied orbital energy (alpha / beta): -2.024 / -2.099 eV
* Kohn-Sham gap (alpha / beta): 6.99 / 7.00 eV
* energy: -3728.75086 hartree

[5]
Molecular formula: C5H7NO
Method: DFT, wB97M-V/def2-TZVPD

Structure (XYZ):
```
14
C5H7NO | the Open Molecules 2025 dataset | wB97M-V/def2-TZVPD
H -0.632 1.726 1.509
N -0.810 0.866 1.040
C -1.880 0.701 0.391
O -1.946 -0.467 -0.229
C -0.461 -1.169 0.106
C 0.594 -0.674 -0.889
C 1.666 0.212 -0.399
C 2.581 0.915 -0.047
H -2.711 1.417 0.298
H -0.874 -2.121 -0.151
H -0.020 -1.215 1.123
H 1.065 -1.562 -1.334
H 0.049 -0.181 -1.696
H 3.379 1.550 0.277
```

* structure (SMILES): [H]/N=C/OCCC#C
* lowest unoccupied orbital energy: 1.038 eV
* Kohn-Sham gap: 10.63 eV
* energy: -324.57977 hartree
* relative energy (zero: lowest compared OMol25 entry of this formula, charge and spin): 379.9 kJ/mol

[6]
Molecular formula: C22H29ClN2O4
Method: DFT, wB97M-V/def2-TZVPD

Structure (XYZ):
```
58
C22H29ClN2O4 | the Open Molecules 2025 dataset | wB97M-V/def2-TZVPD
C -1.840 -1.799 -0.535
C -2.377 -0.633 0.304
N -3.757 -0.357 -0.022
C -4.770 -0.682 0.811
O -4.611 -1.340 1.818
C -6.127 -0.234 0.361
C -7.163 -1.162 0.445
C -8.451 -0.829 0.071
C -8.727 0.453 -0.375
C -7.718 1.398 -0.439
C -6.425 1.055 -0.074
Cl -5.207 2.292 -0.124
C -1.559 0.618 0.000
O -1.755 1.321 -0.957
O -0.598 0.808 0.896
C 0.237 1.951 0.714
C 1.612 1.768 1.365
O 2.058 2.619 2.110
N 2.290 0.664 1.032
C 1.885 -0.406 0.144
C 3.134 -1.294 0.050
C 2.776 -2.737 -0.288
C 3.715 -1.120 1.455
C 3.611 0.392 1.589
C 4.708 1.062 0.760
C 4.670 0.685 -0.735
C 3.823 1.703 -1.509
C 6.096 0.770 -1.295
C 4.155 -0.757 -0.963
H -0.815 -2.029 -0.258
H -2.457 -2.676 -0.362
H -1.875 -1.543 -1.592
H -2.322 -0.875 1.370
H -3.911 0.232 -0.828
H -6.929 -2.149 0.813
H -9.238 -1.564 0.135
H -9.730 0.724 -0.666
H -7.928 2.404 -0.766
H 0.345 2.154 -0.359
H -0.237 2.819 1.183
H 1.561 -0.032 -0.831
H 1.059 -0.971 0.591
H 2.087 -3.145 0.449
H 3.669 -3.356 -0.298
H 2.307 -2.795 -1.268
H 4.739 -1.477 1.537
H 3.099 -1.627 2.198
H 3.645 0.761 2.617
H 4.617 2.144 0.862
H 5.667 0.768 1.192
H 4.290 2.685 -1.457
H 3.752 1.422 -2.558
H 2.821 1.797 -1.106
H 6.497 1.772 -1.161
H 6.102 0.539 -2.359
H 6.758 0.069 -0.790
H 3.732 -0.823 -1.967
H 5.011 -1.435 -0.933
```

* structure (SMILES): C[C@H](NC(=O)c1ccccc1Cl)C(=O)OCC(=O)N1C[C@]2(C)C[C@H]1CC(C)(C)C2
* lowest unoccupied orbital energy: 0.578 eV
* Kohn-Sham gap: 9.89 eV
* energy: -1726.46506 hartree
* relative energy (zero: lowest compared OMol25 entry of this formula, charge and spin): 37.8 kJ/mol

Question: What is the formula in the third record?
Answer: CH3NO3S

Question: energy of number 6 (C22H29ClN2O4)?
Answer: -1726.46506 hartree

Repeat the fourth record exactly.
Molecular formula: C26H27ClMnN4O8Si
Method: DFT, wB97M-V/def2-TZVPD

Structure (XYZ):
```
68
C26H27ClMnN4O8Si | the Open Molecules 2025 dataset | wB97M-V/def2-TZVPD
Mn 0.758 -0.759 -0.658
O 4.900 -1.154 3.264
C 3.779 -1.183 3.956
O 3.766 -1.356 5.148
C 2.500 -0.986 3.194
C 1.235 -1.006 3.751
Cl 0.844 -1.370 5.359
N 0.311 -0.785 2.777
N 0.947 -0.651 1.583
C 2.242 -0.754 1.832
C 3.167 -0.588 0.666
O 4.379 -0.634 0.808
O 2.580 -0.349 -0.452
C -1.106 -0.541 2.902
C -1.651 -0.031 4.076
C -3.012 0.228 4.142
C -3.840 -0.009 3.056
C -3.284 -0.504 1.887
C -1.924 -0.762 1.806
H 4.748 -0.972 2.295
H -1.045 0.205 4.932
H -3.416 0.630 5.062
H -4.901 0.194 3.119
H -3.900 -0.697 1.018
H -1.530 -1.166 0.895
C -0.630 -4.337 -0.553
C -0.094 -2.953 -0.531
O 1.118 -2.694 -0.269
O -0.820 -1.936 -0.785
H -0.155 -4.933 0.223
H -0.368 -4.753 -1.526
H -1.711 -4.334 -0.437
C 2.378 2.438 0.243
Si 0.537 2.337 0.038
C 0.070 3.709 -1.136
C -0.173 2.550 1.761
N -0.152 0.773 -0.699
C -1.433 0.868 -1.293
C -1.783 0.143 -2.437
C -3.046 0.268 -2.990
C -3.996 1.094 -2.408
C -3.669 1.806 -1.262
C -2.404 1.699 -0.716
H 2.562 3.513 0.370
H 2.932 2.096 -0.627
H 2.758 1.948 1.140
H 0.163 4.660 -0.601
H -0.928 3.659 -1.565
H 0.793 3.706 -1.955
H 0.080 3.565 2.089
H 0.326 1.866 2.451
H -1.248 2.418 1.883
H -1.069 -0.523 -2.889
H -3.288 -0.297 -3.881
H -4.985 1.179 -2.841
H -4.400 2.449 -0.788
H -2.175 2.256 0.182
O 0.659 -3.042 -3.115
C 1.115 -1.952 -3.380
C 1.732 -1.579 -4.718
C 2.064 -0.102 -4.591
C 1.622 0.267 -3.187
O 1.665 1.386 -2.720
N 1.132 -0.852 -2.533
H 1.010 -1.805 -5.502
H 2.599 -2.217 -4.884
H 1.539 0.536 -5.302
H 3.126 0.123 -4.677
```

* expectation value of S²: 1.0569
* spin multiplicity: 2
* lowest unoccupied orbital energy (alpha / beta): -2.024 / -2.099 eV
* Kohn-Sham gap (alpha / beta): 6.99 / 7.00 eV
* energy: -3728.75086 hartree

Question: What is the energy in the first record?
Answer: -711.24983 hartree